Model one:
# C2H2S

A 2-piece molecular cluster, C2H2S overall (ωB97M-V/def2-TZVPD, the OMol25 dataset).

Results
highest occupied orbital energy	-8.0	eV
2S+1	1
orbital gap	0.2725	Ha
E_LUMO	-0.6	eV

XYZ file:
```
5
C2H2S | the OMol25 dataset | ωB97M-V/def2-TZVPD
C 0.3314 -0.3877 0.0099
C 0.4405 0.8773 0.0054
S 2.0859 -0.1519 -0.0009
H -0.4805 -1.8777 -0.0099
H 0.2545 1.9222 0.0074
```

---

Model two:
# C2H2S

A single C2H2S molecule (ωB97M-V/def2-TZVPD, the OMol25 dataset).

Results
structure (SMILES)	C#CS
highest occupied orbital energy	-9.2	eV
2S+1	1
orbital gap	0.3428	Ha
E_LUMO	0.1	eV

XYZ file:
```
5
C2H2S | the OMol25 dataset | ωB97M-V/def2-TZVPD
C 0.7172 -1.0167 0.0818
C -0.3841 -0.6164 -0.0120
S -2.0086 -0.0947 -0.0475
H 1.5404 -1.6181 -0.1009
H -1.9358 1.4963 -0.2229
```

---

Out of the structures above, which one is the most stable? Solution: model two.